{"formula": "C4H7ClFN", "method": "ωB97M-V with the def2-TZVPD basis set", "symbols": ["C", "C", "C", "C", "H", "H", "H", "H", "H", "H", "H", "N", "F", "Cl"], "xyz": [[0.582878, 0.419523, 0.157104], [1.352791, -0.666443, -0.531450], [-0.648476, 0.935242, -0.406553], [-1.906786, 0.431866, -0.520645], [0.673972, -0.119941, 2.086582], [-0.239614, -1.142628, 1.010523], [1.293723, 1.324429, 0.263498], [2.246007, -0.726905, -0.067503], [1.434316, -0.599599, -1.658625], [-0.416593, 2.226698, -0.595306], [-2.798400, 1.218595, -0.872966], [0.004251, -0.129220, 1.401288], [0.714203, -1.986373, -0.354682], [-2.292269, -1.185247, 0.088735]], "forces_ev_per_angstrom": [[0.21, 0.26, 1.21], [-2.94, -1.51, -3.19], [-2.03, 4.76, -2.48], [-0.12, 2.84, -0.35], [1.97, -0.64, 2.24], [0.78, 2.57, 2.28], [-0.90, -1.66, 0.29], [3.14, -0.53, 1.28], [0.04, 0.26, 1.35], [-1.62, -4.00, -0.02], [2.35, -2.82, 1.06], [-0.92, -2.13, -2.38], [0.78, 1.65, -0.23], [-0.72, 0.94, -1.06]], "mulliken_charge": [0.2444, -0.3848, -0.3604, -0.1176, 0.2263, 0.2433, 0.3589, 0.3677, 0.2630, 0.0810, 0.2779, -0.6802, -0.3512, -0.1685], "e_above_lowest_kj_mol": 272.7, "e_lumo_ev": 0.7, "orbital_gap_ev": 9.8, "smiles": "N[C@H](/C=C\\Cl)CF", "e_homo_ha": -0.3334, "e_tot_ha": -771.2945}